{"formula": "C7H28O7", "method": "the ωB97M-V functional and the def2-TZVPD basis", "symbols": ["H", "H", "H", "C", "H", "H", "H", "O", "H", "H", "C", "H", "H", "H", "C", "H", "C", "H", "H", "H", "O", "O", "C", "H", "H", "H", "H", "O", "H", "H", "H", "H", "H", "H", "O", "C", "O", "H", "H", "C", "O", "H"], "coordinates": [[-1.011, 2.196, 3.848], [2.454, -3.401, -0.222], [-2.509, 2.712, 4.523], [-0.913, 2.483, -1.426], [0.849, 0.460, 0.980], [2.360, 1.098, -2.550], [1.519, 0.513, 3.253], [1.957, 0.383, -0.662], [-2.895, 1.680, 0.590], [2.150, 2.318, -1.267], [-2.105, 2.010, 3.810], [-1.444, 0.070, 1.582], [-1.414, -2.613, -3.889], [-2.518, 2.182, 2.808], [0.622, -0.031, 2.956], [0.854, -1.142, 2.835], [-0.480, -2.343, -3.451], [-1.971, 2.313, -1.658], [-2.653, 0.254, -0.434], [-2.335, 0.119, 3.503], [-0.617, 2.837, -0.168], [-2.358, 0.723, 4.239], [2.577, 1.371, -1.514], [-4.100, 0.464, 0.537], [-0.166, 0.096, 3.639], [-0.681, 3.250, -2.174], [3.656, 1.337, -1.287], [-2.412, -0.197, 1.591], [4.126, -3.426, -0.823], [-0.338, 1.651, -1.810], [-0.583, 2.121, 0.440], [0.154, -3.647, -2.061], [0.066, -1.916, -4.269], [2.804, -4.050, -1.896], [2.887, -2.002, -1.747], [-3.026, 0.592, 0.543], [0.159, 0.457, 1.679], [2.130, -2.135, -2.344], [2.361, -0.437, -0.967], [3.109, -3.319, -1.103], [0.357, -3.469, -2.974], [-0.622, -1.563, -2.659]], "de_lowest_kcal_mol": 79.10, "multiplicity": 1, "smiles": "CO.CO.CO.CO.CO.CO.CO", "total_charge": 0, "orbital_gap_ev": 10.00, "lumo_ha": 0.0135, "total_energy_ha": -810.04503, "homo_energy_ev": -9.63}